[1]
Entry from the Open Molecules 2025 dataset: a molecular structure, C18H14MoN6O8P2 (ωB97M-V/def2-TZVPD).

Output
- LUMO (spin up / spin down) (eV) = -11.51 / -11.51
- E_HOMO (spin up / spin down) (eV) = -15.3745 / -15.3745
- ΔE to the lowest compared entry with this formula, charge and spin (eV) = 7.941

```
! wB97M-V def2-TZVPD RIJCOSX def2/J DEFGRID3
* xyz 2 1
Mo 0.6632 2.1089 -0.2852
C 0.3800 2.0472 -4.6210
C 0.7833 2.3994 -3.3458
N 0.7297 1.5378 -2.3069
C 0.2499 0.2924 -2.5768
C -0.1556 -0.0431 -3.8650
N -0.0989 0.8180 -4.9145
C 0.2299 -0.5988 -1.4172
C 0.0045 -1.9696 -1.4348
C 0.0965 -2.7046 -0.2418
C 0.4126 -2.0051 0.9349
C 0.6104 -0.6299 0.8892
N 0.5072 0.0492 -0.2698
C 0.9659 0.2333 2.0189
C 1.0634 -0.1715 3.3471
N 1.3956 0.6666 4.3640
C 1.6301 1.9460 3.9977
C 1.5379 2.3674 2.6841
N 1.2076 1.5294 1.6775
C -0.1083 -4.1682 -0.2273
C -0.8627 -4.7893 0.7780
C -1.0215 -6.1669 0.7553
N -0.4919 -6.9667 -0.1918
C 0.2298 -6.3625 -1.1553
C 0.4472 -4.9938 -1.2134
H 0.4315 2.7492 -5.4452
H 1.1644 3.3882 -3.1198
H -0.5495 -1.0214 -4.1123
H -0.2304 -2.4774 -2.3638
H 0.5265 -2.5477 1.8670
H 0.8748 -1.1918 3.6581
H 1.8962 2.6302 4.7949
H 1.7271 3.3957 2.3993
H -1.3365 -4.2176 1.5696
H -1.5991 -6.6768 1.5213
H 0.6483 -7.0273 -1.9062
H 1.0579 -4.5907 -2.0154
O -1.0641 5.6083 -0.3594
P -0.7333 4.7675 0.9905
O -0.8312 5.8948 1.9926
O 0.5342 4.0111 0.7319
O -2.0423 3.8565 1.0083
P -2.0384 2.3710 1.5900
O -3.1887 1.7576 0.6207
O -2.5801 2.2547 2.9909
O -0.8512 1.5933 1.0939
H -1.3676 6.4346 0.0542
H -2.6035 1.3370 -0.0350
O 1.7495 3.2751 -0.9064
*
```



[2]
Entry from the Open Molecules 2025 dataset: C18H14O7 in the gas phase (ωB97M-V/def2-TZVPD).

Output
- LUMO (eV) = 0.30
- E_HOMO (eV) = -7.9235
- SMILES = CO[C@H]1Oc2cc(O)ccc2-c2c1oc1cc(O)c(C)c(O)c1c2=O
- ΔE to the lowest compared entry with this formula, charge and spin (eV) = 3.328

```
! wB97M-V def2-TZVPD RIJCOSX def2/J DEFGRID3
* xyz 0 1
C 1.8176 0.3774 2.9795
O 1.8241 -1.0907 2.9663
C 0.9238 -1.8191 2.0255
O -0.2300 -2.4511 2.5744
C -1.3761 -1.7190 2.4977
C -2.4019 -2.1329 3.3608
C -3.6332 -1.5269 3.4134
O -4.4509 -1.8174 4.4709
C -3.9252 -0.5153 2.4746
C -3.0130 -0.1251 1.5374
C -1.6970 -0.7734 1.5305
C -0.6499 -0.5776 0.4459
C 0.6419 -1.0548 0.6994
O 1.7466 -0.7995 -0.0679
C 1.6759 0.0341 -1.2018
C 2.8497 0.1822 -2.0601
C 2.8613 0.8852 -3.1405
O 3.9936 1.3107 -3.5988
C 1.5894 1.3679 -3.6918
C 1.6311 2.0828 -5.0770
C 0.3750 1.1030 -2.8445
O -0.6815 1.5876 -3.4537
C 0.4234 0.4017 -1.6363
C -0.7688 0.2245 -0.8327
O -1.7840 0.6884 -1.1447
H 1.9709 0.7393 3.9744
H 2.6176 0.7002 2.4309
H 0.8588 0.8911 2.6261
H 1.5045 -2.6323 1.5991
H -2.2011 -2.8471 4.1789
H -5.3472 -1.4376 4.1932
H -4.9631 -0.1816 2.5401
H -3.2374 0.7873 0.9118
H 3.7511 -0.2139 -1.5394
H 3.7730 2.0255 -4.1910
H 0.6889 1.9787 -5.5924
H 1.7128 3.2139 -5.0072
H 2.4730 1.5864 -5.6361
H -1.3438 1.5473 -2.7147
*
```



[3]
Entry from the Open Molecules 2025 dataset: a molecular structure, C18H15BBr27N2O5 (ωB97M-V/def2-TZVPD).

Output
- LUMO (eV) = 0.62
- E_HOMO (eV) = -4.9135

```
! wB97M-V def2-TZVPD RIJCOSX def2/J DEFGRID3
* xyz -1 1
O -7.0919 0.0000 4.8735
C -7.5484 -0.7118 3.8137
O -9.0067 -0.8054 3.6392
C -6.4072 -1.4114 2.8594
C -6.7238 -2.8421 2.1216
C -5.5737 -3.5222 1.1556
C -4.0735 -2.8392 0.8798
N -3.1716 -3.5827 -0.0647
C -1.9057 -2.7856 -0.2149
O -0.8837 -3.3414 -1.1630
B -1.2338 -2.6394 -2.4480
O -0.2604 -1.7181 -3.1285
O -2.5683 -2.7624 -3.1073
C -1.5266 -1.3843 0.5196
N -2.4689 -0.6989 1.4680
C -3.7728 -1.4276 1.6299
C -4.9038 -0.7167 2.6244
H -7.7561 -3.4327 2.1940
H -5.8277 -4.5317 0.6104
H -0.6521 -0.7968 -2.9280
H -3.0803 -3.5487 -2.7372
H -0.4892 -0.8838 0.2952
H -4.6021 0.3054 3.1567
C 2.9262 -1.1030 1.6363
Br 1.7734 -1.0195 0.0716
Br 3.9201 -2.7734 1.7147
Br 4.0999 0.4438 1.7539
H 2.2742 -1.0772 2.5156
C 6.3919 -2.8188 5.2673
Br 7.6353 -3.0600 6.7439
Br 4.9363 -1.6164 5.7359
Br 7.2996 -2.2572 3.6411
H 5.9451 -3.7973 5.0624
C -0.9896 2.9619 3.3294
Br 0.7572 2.5390 2.5848
Br -2.3267 3.2150 1.9393
Br -1.5536 1.6449 4.6452
H -0.8903 3.9171 3.8553
C 0.0188 7.0304 3.6464
Br 1.7669 6.3362 4.1428
Br -0.2819 6.9289 1.7272
Br -1.4114 6.1746 4.6495
H 0.0078 8.0916 3.9161
C 3.9874 3.4509 -1.5831
Br 2.6945 3.1970 -0.1518
Br 4.8820 1.7889 -2.0535
Br 3.1889 4.3079 -3.1361
H 4.7562 4.1314 -1.2024
C 7.8913 2.9450 0.5656
Br 9.1346 2.7038 2.0422
Br 6.4356 4.1475 1.0342
Br 8.7990 3.5066 -1.0606
H 7.4444 1.9666 0.3607
C 4.3497 2.3831 -6.3678
Br 5.3429 3.2238 -7.8138
Br 2.4552 2.2323 -6.7832
Br 5.1185 0.6693 -5.8623
H 4.4346 3.0411 -5.4967
C 3.3063 -1.4956 -8.5329
Br 2.0134 -1.7495 -7.1016
Br 4.2010 -3.1576 -9.0033
Br 2.5078 -0.6386 -10.0859
H 4.0752 -0.8151 -8.1522
C -9.6449 -3.8378 -0.7953
Br -8.1310 -3.8792 0.4257
Br -9.2005 -2.9524 -2.4694
Br -10.3864 -5.6120 -1.0894
H -10.4267 -3.2401 -0.3151
*
```



[4]
Entry from the Open Molecules 2025 dataset: C18H15BClNO4 in the gas phase (ωB97M-V/def2-TZVPD).

Output
- LUMO (eV) = -1.06
- E_HOMO (eV) = -8.7201
- SMILES = CN(C)B(O)c1cc(Cl)c2c(c1)C(=O)c1cc(CC=O)ccc1C2=O

```
! wB97M-V def2-TZVPD RIJCOSX def2/J DEFGRID3
* xyz 0 1
C -1.7812 -2.4360 -3.5730
N -0.8142 -1.7287 -4.4190
C -1.3270 -0.4647 -4.9407
B 0.5278 -1.6259 -3.8541
O 1.5863 -2.2921 -4.4617
C 0.8853 -0.7095 -2.6122
C 2.1976 -0.2502 -2.4784
C 2.5796 0.5741 -1.4235
Cl 4.2305 1.0635 -1.3481
C 1.6518 0.9365 -0.4500
C 0.3327 0.4742 -0.5818
C -0.0498 -0.3156 -1.6517
C -0.6550 0.8494 0.4758
O -1.8220 1.0572 0.2379
C -0.0810 0.9480 1.8487
C -0.8184 0.5885 2.9681
C -0.2449 0.6708 4.2366
C -1.0521 0.2528 5.4428
C -2.3995 0.9384 5.4736
O -3.4246 0.3879 5.7676
C 1.0647 1.1358 4.3622
C 1.7985 1.5165 3.2471
C 1.2297 1.4107 1.9837
C 1.9846 1.7771 0.7476
O 2.7750 2.6877 0.7183
H -2.5901 -1.7717 -3.2582
H -1.3085 -2.8662 -2.6858
H -2.2345 -3.2683 -4.1184
H -2.1135 -0.6525 -5.6751
H -1.7315 0.1913 -4.1588
H -0.5372 0.0746 -5.4667
H 1.9194 -3.0099 -3.9135
H 2.9469 -0.5329 -3.2058
H -1.0847 -0.6254 -1.7245
H -1.8375 0.2383 2.8533
H -0.5172 0.4976 6.3618
H -1.2350 -0.8223 5.4063
H -2.3911 2.0095 5.1937
H 1.5296 1.2034 5.3378
H 2.8105 1.8882 3.3379
*
```



[5]
Entry from the Open Molecules 2025 dataset: a molecular structure, C18H15BF2HgP (ωB97M-V/def2-TZVPD).

Output
- LUMO (spin up / spin down) (eV) = 0.48 / -1.08
- E_HOMO (spin up / spin down) (eV) = -7.4075 / -8.3143

```
! wB97M-V def2-TZVPD RIJCOSX def2/J DEFGRID3
* xyz 0 2
Hg -1.8659 -3.0697 1.1985
F -4.8237 -1.8078 2.8647
B -3.5138 -1.8005 3.0136
F -3.0483 -1.6459 4.2412
C -0.7130 4.1129 -1.5184
C -1.7456 3.6719 -0.7060
C -1.7585 2.3587 -0.2519
C -0.7371 1.4790 -0.6009
C 0.2955 1.9311 -1.4231
C 0.3076 3.2406 -1.8780
P -0.8285 -0.2340 0.0715
C -0.0351 -1.2001 -1.2672
C 0.8306 -2.2599 -0.9947
C 1.2313 -3.1225 -2.0076
C 0.7715 -2.9417 -3.3028
C -0.0835 -1.8845 -3.5871
C -0.4831 -1.0221 -2.5781
C 0.4835 -0.1269 1.3540
C 0.0691 -0.1295 2.6838
C 0.9949 -0.0314 3.7154
C 2.3464 0.0597 3.4240
C 2.7708 0.0652 2.1001
C 1.8455 -0.0201 1.0719
H -0.7025 5.1341 -1.8777
H -2.5449 4.3480 -0.4302
H -2.5692 2.0064 0.3757
H 1.0846 1.2509 -1.7197
H 1.1138 3.5811 -2.5159
H 1.2024 -2.4115 0.0110
H 1.8906 -3.9502 -1.7769
H 1.0718 -3.6241 -4.0878
H -0.4554 -1.7420 -4.5941
H -1.1578 -0.2035 -2.8017
H -0.9873 -0.2117 2.9120
H 0.6582 -0.0373 4.7443
H 3.0724 0.1246 4.2249
H 3.8268 0.1309 1.8695
H 2.1860 -0.0184 0.0436
*
```



[6]
Entry from the Open Molecules 2025 dataset: a molecular structure, C18H15BrN8O4RuS (ωB97M-V/def2-TZVPD).

Output
- LUMO (spin up / spin down) (eV) = 2.52 / 2.44
- E_HOMO (spin up / spin down) (eV) = -4.6752 / -4.6660
- ΔE to the lowest compared entry with this formula, charge and spin (eV) = 1.203

```
! wB97M-V def2-TZVPD RIJCOSX def2/J DEFGRID3
* xyz -1 2
Ru -0.6962 -0.2283 -0.1257
N -3.6080 -1.6537 2.8375
C -2.5060 -1.1685 2.1737
S -1.9244 -2.0798 0.8312
N -1.9530 -0.0933 2.6425
N -0.8200 0.2419 1.8931
C 0.0040 1.0143 2.4998
C 1.2910 1.4649 1.9836
C 1.9721 2.4275 2.7311
C 3.2093 2.9147 2.3468
C 3.7865 2.3982 1.1866
C 3.1459 1.4331 0.4362
C 1.8769 0.9309 0.8026
O 1.3281 0.0264 0.0493
H -4.2157 -2.2332 2.2835
H -4.0676 -0.9759 3.4244
H -0.2740 1.3463 3.4979
H 1.5057 2.7993 3.6369
H 3.7190 3.6636 2.9366
H 4.7569 2.7598 0.8640
H 3.5938 1.0258 -0.4617
Br 1.3638 -2.8705 1.9907
C 1.0028 -3.3420 0.1949
C 1.3212 -4.6219 -0.2355
C 1.1192 -4.9205 -1.5733
C 0.6506 -3.9327 -2.4254
C 0.3568 -2.6911 -1.8838
N 0.4961 -2.4197 -0.5883
C -0.0632 -1.5414 -2.7826
O 0.0409 -1.6896 -3.9901
O -0.4489 -0.4694 -2.1884
H 1.7193 -5.3427 0.4631
H 1.3455 -5.9104 -1.9481
H 0.5147 -4.0768 -3.4866
C 0.4981 3.9011 -0.7025
C 0.0639 2.5261 -1.1184
N 0.4578 2.0541 -2.2883
O -0.6612 1.8660 -0.3467
H 0.4408 4.6066 -1.5309
H 1.5310 3.8466 -0.3505
H -0.1303 4.2347 0.1178
H 1.1434 2.5621 -2.8185
H 0.2317 1.0828 -2.5338
N -2.6654 0.1405 -0.6576
C -3.5809 0.4299 -1.3112
N -4.5717 0.8709 -2.0059
C -5.6511 0.1291 -2.1483
N -6.6492 -0.4355 -2.3217
*
```



[7]
Entry from the Open Molecules 2025 dataset: a molecular structure, C18H15N6O2Sc (ωB97M-V/def2-TZVPD).

Output
- LUMO (eV) = -7.51
- E_HOMO (eV) = -14.6190

```
! wB97M-V def2-TZVPD RIJCOSX def2/J DEFGRID3
* xyz 2 1
Sc 0.0737 -0.1748 0.1480
N -0.6649 1.0477 -4.0786
C -0.4267 0.3517 -2.9923
N -0.4961 0.8544 -1.7678
C -0.8129 2.2103 -1.6053
N -0.9108 2.7362 -0.4249
N -0.7018 1.7801 0.5485
C -0.9923 2.0752 1.7601
C -0.9217 1.0000 2.7589
C -1.1316 1.2360 4.0990
C -1.0901 0.1579 4.9818
C -0.8408 -1.1070 4.4867
C -0.6343 -1.2640 3.1225
N -0.6799 -0.2418 2.2683
C -1.0498 3.0244 -2.7868
C -1.3530 4.3879 -2.7138
C -1.5761 5.1004 -3.8713
C -1.5046 4.4685 -5.1158
C -1.2074 3.1236 -5.2098
C -0.9811 2.4163 -4.0377
H -0.5920 0.5833 -4.9746
H -0.1481 -0.6913 -3.1188
H -1.3380 3.0717 2.0216
H -1.3275 2.2401 4.4495
H -1.2531 0.3136 6.0397
H -0.8044 -1.9705 5.1350
H -0.4308 -2.2436 2.7069
H -1.4073 4.8643 -1.7457
H -1.8098 6.1543 -3.8192
H -1.6838 5.0363 -6.0185
H -1.1495 2.6318 -6.1724
O 1.8993 -0.5792 0.9526
C 2.2125 -1.3472 -0.0308
C 3.4866 -2.0855 -0.2692
C 3.2418 -2.7149 -1.6480
C 1.8388 -2.2759 -2.0425
O 1.2615 -2.4366 -3.0771
N 1.2948 -1.5057 -0.9773
H 3.6277 -2.8131 0.5324
H 4.3314 -1.3979 -0.2235
H 3.2875 -3.8028 -1.6457
H 3.9409 -2.3660 -2.4070
*
```



[8]
Entry from the Open Molecules 2025 dataset: C18H15NO3S in the gas phase (ωB97M-V/def2-TZVPD).

Output
- LUMO (eV) = -0.11
- E_HOMO (eV) = -8.1440
- SMILES = COc1cccc(/C=C(\CC(=O)O)c2nc3ccccc3s2)c1
- ΔE to the lowest compared entry with this formula, charge and spin (eV) = 0.640

```
! wB97M-V def2-TZVPD RIJCOSX def2/J DEFGRID3
* xyz 0 1
C 4.1451 1.4011 4.5099
O 3.1616 1.5892 3.5223
C 2.4986 0.5002 3.0463
C 2.7058 -0.8081 3.4724
C 1.9486 -1.8311 2.9239
C 1.0127 -1.5810 1.9416
C 0.8101 -0.2747 1.4889
C -0.1556 0.0577 0.4534
C -0.3940 -0.6138 -0.6895
C 0.3716 -1.8332 -1.1291
C 1.8527 -1.7314 -0.8407
O 2.5278 -0.7471 -0.9536
O 2.3637 -2.9218 -0.4965
C -1.4222 -0.1122 -1.5698
N -2.1718 0.8988 -1.3131
C -3.0683 1.1605 -2.2971
C -4.0040 2.1933 -2.2997
C -4.8492 2.3228 -3.3798
C -4.7811 1.4428 -4.4592
C -3.8626 0.4117 -4.4812
C -3.0103 0.2755 -3.3996
S -1.7652 -0.9009 -3.1333
C 1.5404 0.7559 2.0686
H 3.7220 0.9703 5.4235
H 4.9602 0.7643 4.1508
H 4.5358 2.3936 4.7290
H 3.4377 -1.0410 4.2295
H 2.0990 -2.8423 3.2737
H 0.4146 -2.3900 1.5554
H -0.7152 0.9711 0.6051
H 0.2815 -1.9434 -2.2145
H -0.0193 -2.7466 -0.6774
H 3.3191 -2.8488 -0.3455
H -4.0465 2.8675 -1.4595
H -5.5786 3.1188 -3.3941
H -5.4564 1.5687 -5.2920
H -3.8061 -0.2709 -5.3150
H 1.3978 1.7748 1.7457
*
```



[9]
Entry from the Open Molecules 2025 dataset: a molecular structure, C18H16BrClINO10PtSe (ωB97M-V/def2-TZVPD).

Output
- LUMO (spin up / spin down) (eV) = 3.79 / 3.79
- E_HOMO (spin up / spin down) (eV) = -1.8497 / -2.2569
- ΔE to the lowest compared entry with this formula, charge and spin (eV) = 4.026

```
! wB97M-V def2-TZVPD RIJCOSX def2/J DEFGRID3
* xyz -2 3
Pt 1.9723 -0.3965 0.9096
N 3.9579 3.2381 -0.0774
C 4.0808 2.6558 1.1468
O 3.5617 3.0910 2.1598
C 5.0467 1.4773 1.1311
I 4.5712 0.0185 2.5830
H 3.1760 3.8758 -0.1179
H 4.0432 2.6058 -0.8903
H 6.0456 1.8579 1.3360
H 5.0373 0.9492 0.1797
C -2.9562 -1.8615 1.7850
C -2.6575 -0.6855 0.8774
C -4.0439 0.6859 -0.5662
C -3.3613 1.8229 -0.6752
Cl -3.7700 2.8404 -2.0454
C -2.3459 2.3810 0.2093
C -1.6494 1.7570 1.1550
C -1.6211 0.3010 1.4994
O -1.4015 0.0886 2.8303
C -0.0421 0.2719 3.2824
C 0.6318 -1.0977 3.4971
O 0.2679 -1.7389 4.4858
O 1.5128 -1.4596 2.6540
H -3.4537 -2.6349 1.1987
H -3.6055 -1.5452 2.6011
H -2.0369 -2.2576 2.2100
H -4.8167 0.4376 -1.2831
H -2.1388 3.4308 0.0413
H -0.9098 2.3322 1.7005
H -0.1194 0.7613 4.2516
H 0.5232 0.8928 2.5834
Br -3.7507 -3.3546 -4.2561
C -2.2806 -2.5357 -3.3461
C -1.0591 -2.4412 -4.0013
C 0.0102 -1.8481 -3.3281
C -0.1379 -1.3652 -2.0457
C -1.3896 -1.4630 -1.3949
C -2.4789 -2.0673 -2.0695
C -1.5650 -0.9371 -0.1135
O -3.9345 -0.2266 0.4244
O -0.5991 -0.3152 0.6269
H -0.9480 -2.8208 -5.0072
H 0.9789 -1.7461 -3.8015
H 0.7063 -0.9102 -1.5382
H -3.4448 -2.1558 -1.5895
O 2.7258 -0.6595 -3.2631
Se 3.3079 -0.0118 -1.8922
O 2.0252 0.5903 -0.9522
O 4.0428 -1.0941 -0.9068
O 4.2924 1.2665 -2.1980
*
```



[10]
Entry from the Open Molecules 2025 dataset: a molecular structure, C18H16F6N8O6RbS3 (ωB97M-V/def2-TZVPD).

Output
- LUMO (eV) = 2.21
- E_HOMO (eV) = -5.4505
- ΔE to the lowest compared entry with this formula, charge and spin (eV) = 2.740

```
! wB97M-V def2-TZVPD RIJCOSX def2/J DEFGRID3
* xyz -1 1
Rb -0.1309 0.3904 -1.1814
O -4.2773 -1.1845 -0.7595
C -3.9022 -2.4700 -0.8234
C -4.8393 -3.4384 -1.1918
C -4.4991 -4.7748 -1.2227
C -3.2125 -5.1770 -0.8913
C -2.2662 -4.2264 -0.5622
C -2.5876 -2.8726 -0.5304
C -1.5580 -1.8475 -0.2104
O -1.8894 -0.6600 0.0698
N -0.3228 -2.2820 -0.3623
N 0.7507 -1.6642 0.0946
C 1.8265 -1.8208 -0.5978
C 3.1051 -1.3230 -0.1617
C 4.3068 -1.8551 -0.6678
C 5.5097 -1.3183 -0.2602
C 5.4985 -0.2643 0.6461
C 4.2678 0.1675 1.1231
N 3.1114 -0.3412 0.7472
H -3.4754 -0.6919 -0.4319
H -5.8352 -3.1148 -1.4503
H -5.2422 -5.5109 -1.5008
H -2.9488 -6.2252 -0.9083
H -1.2522 -4.5074 -0.3166
H 1.7918 -2.3822 -1.5431
H 4.2852 -2.6853 -1.3573
H 6.4466 -1.7116 -0.6359
H 6.4171 0.2013 0.9723
H 4.1982 0.9624 1.8558
C 1.7967 0.2268 5.1767
C 1.2100 1.5516 4.8871
N 0.7619 2.3888 5.7739
N 0.3539 3.4761 5.0704
C 0.5394 3.3189 3.7337
S 0.2583 4.3788 2.5104
N 1.0895 2.0612 3.6255
N 1.5941 1.5140 2.4629
H 1.7510 0.0395 6.2444
H 2.8309 0.1992 4.8415
H 1.2599 -0.5561 4.6476
H -0.0139 4.2956 5.5213
H 1.1289 0.6430 2.1954
H 1.4604 2.1921 1.7066
F -2.3593 4.5759 -0.3562
C -2.2414 3.3019 -0.7351
F -1.8188 2.6101 0.3291
F -3.4645 2.8677 -1.0328
S -1.0291 3.1267 -2.1711
O 0.2076 2.8128 -1.5219
O -1.1152 4.3425 -2.9079
N -1.7041 1.8976 -2.8973
S -0.8776 1.0818 -3.9398
O 0.5248 1.0155 -3.6429
O -1.5232 -0.1404 -4.2903
C -0.9637 2.1451 -5.4885
F -2.2098 2.5419 -5.7552
F -0.1994 3.2291 -5.3567
F -0.5219 1.4899 -6.5725
*
```